30
Properties=species:S:1:pos:R:3:forces:R:3:mulliken_charge:R:1 method="wB97M-V/def2-TZVPD" e_lumo_ev=0.29 smiles="COC[C@H](CC(=O)Br)NB(O)N(C)C" gap_ev=9.296
C -0.903 -2.944 0.669 0.6 0.0 0.2 -0.585
O -1.504 -2.016 1.554 -0.4 0.0 0.0 -0.474
C -2.328 -1.056 0.932 0.6 -0.2 0.2 -0.789
C -1.542 0.226 0.481 -0.3 -0.8 -0.1 0.022
C -1.994 0.562 -0.952 1.0 1.0 0.0 -0.719
C -1.494 -0.362 -2.039 1.4 2.9 1.8 0.213
O -2.125 -1.243 -2.389 -2.6 -4.1 -1.8 -0.384
Br 0.200 -0.060 -2.936 0.4 0.5 0.1 -0.167
N -0.102 0.014 0.674 -0.7 1.5 0.1 -0.288
B 0.772 1.165 0.404 0.8 -0.7 0.4 0.694
O 0.338 2.419 0.041 -0.3 0.3 0.5 -0.546
N 2.208 0.957 0.574 -0.6 0.6 -1.5 -0.175
C 2.968 2.196 0.317 0.2 -0.7 0.4 -0.985
C 2.715 -0.066 -0.352 0.2 -0.3 0.1 -0.901
H 0.174 -2.912 0.817 0.2 0.0 0.0 0.244
H -1.235 -3.959 0.882 -0.2 0.0 0.1 0.282
H -1.080 -2.722 -0.379 -0.2 0.1 -0.1 0.202
H -2.842 -1.513 0.090 -0.1 0.0 -0.2 0.415
H -3.072 -0.779 1.671 -0.2 0.1 0.1 0.362
H -1.932 1.030 1.114 0.1 0.3 0.0 0.360
H -1.740 1.578 -1.244 0.2 0.1 0.1 0.463
H -3.074 0.496 -0.966 -0.3 -0.2 -0.1 0.461
H -0.002 -0.154 1.673 0.3 -0.8 -0.2 0.201
H -0.484 2.676 0.477 0.0 -0.1 -0.4 0.316
H 2.661 2.951 1.026 0.0 0.3 0.0 0.285
H 2.848 2.535 -0.713 -0.2 0.2 0.0 0.339
H 4.027 1.984 0.442 0.2 0.0 0.2 0.336
H 2.855 0.371 -1.343 0.2 0.0 -0.1 0.278
H 2.020 -0.883 -0.487 -0.3 -0.2 0.2 0.252
H 3.667 -0.491 -0.035 0.1 0.1 0.2 0.288

27
Properties=species:S:1:pos:R:3:forces:R:3:mulliken_charge:R:1 method="wB97M-V/def2-TZVPD" e_lumo_ev=0.77 smiles="CNCBCCCOC(C)=O" gap_ev=9.637 relative_energy_kcal_mol=4.5
C 3.602 -0.285 -0.498 0.1 0.2 0.0 -0.860
N 2.992 0.243 0.716 -0.1 -0.3 0.1 -0.382
C 1.526 0.299 0.618 0.0 0.2 -0.2 -0.598
B 1.037 1.585 -0.137 0.1 0.1 0.0 0.234
C -0.359 2.257 0.125 -0.3 -0.4 -0.5 -0.790
C -1.470 1.246 0.468 -0.3 0.3 0.2 -0.200
C -1.953 0.558 -0.800 0.0 0.1 -0.4 -0.599
O -2.805 -0.557 -0.488 0.3 0.0 0.5 -0.367
C -2.243 -1.789 -0.666 0.0 -0.1 -0.5 0.782
C -2.249 -2.628 0.582 -0.3 0.0 -0.1 -0.963
O -1.797 -2.146 -1.725 0.1 0.2 0.4 -0.546
H 3.193 -1.266 -0.790 0.1 0.0 0.0 0.310
H 3.437 0.404 -1.330 0.0 0.0 0.1 0.240
H 4.682 -0.367 -0.354 -0.1 -0.1 0.0 0.345
H 3.233 -0.377 1.480 0.1 0.1 0.0 0.251
H 1.119 -0.578 0.066 -0.1 0.0 0.1 0.284
H 1.081 0.256 1.618 0.1 0.0 0.0 0.352
H 1.764 2.038 -0.973 0.0 0.1 0.1 -0.141
H -0.657 2.801 -0.783 0.0 0.1 0.2 0.291
H -0.284 3.022 0.907 0.2 -0.1 0.0 0.311
H -2.329 1.754 0.924 0.1 -0.1 0.0 0.365
H -1.137 0.502 1.199 0.1 0.0 -0.1 0.109
H -1.122 0.209 -1.424 0.0 0.0 0.1 0.407
H -2.529 1.264 -1.405 0.0 -0.1 0.0 0.284
H -2.160 -3.679 0.309 0.1 0.1 0.1 0.339
H -3.164 -2.444 1.148 0.1 -0.1 0.0 0.337
H -1.406 -2.323 1.211 -0.1 0.0 -0.1 0.204

26
Properties=species:S:1:pos:R:3:forces:R:3:mulliken_charge:R:1 method="wB97M-V/def2-TZVPD" e_lumo_ev=-2.90 total_charge=+1 gap_ev=9.451 relative_energy_kcal_mol=5.8
C -1.214 0.448 -1.048 0.7 -1.2 -0.6 0.415
C 2.903 1.901 1.161 2.0 -1.1 -1.8 -1.103
C -2.887 -2.180 0.959 -1.1 0.6 -0.2 -0.975
C 2.738 -0.068 -1.448 -0.5 -4.6 2.1 -1.315
C 2.331 0.479 1.099 -0.6 -0.3 -1.8 -0.108
C -2.740 -0.634 0.677 -0.8 -1.5 -0.4 -0.401
C 2.172 -0.304 -0.001 1.3 1.6 -0.1 0.243
N -1.995 1.397 -1.481 -1.1 1.5 -1.0 -0.321
N -1.473 -0.460 -0.122 -1.1 2.0 -1.1 0.341
Br 1.316 -2.002 0.326 0.4 -0.1 -0.3 -0.247
H 2.490 2.477 1.939 -1.1 0.7 0.7 0.364
H 3.987 1.869 1.501 -1.0 -0.2 -0.7 0.281
H 2.876 2.443 0.139 0.0 -0.9 1.8 0.267
H -3.719 -2.326 1.754 1.8 0.1 -1.1 0.333
H -3.336 -2.568 0.013 0.7 -0.3 0.8 0.285
H -1.882 -2.662 1.196 -1.6 0.5 -0.1 0.284
H 3.784 -0.405 -1.482 -0.1 0.9 0.1 0.340
H 2.262 -0.804 -2.111 -0.1 0.1 0.2 0.396
H 2.480 0.829 -1.840 -0.1 3.1 -0.9 0.431
H 1.886 -0.011 1.950 0.2 0.5 0.7 0.420
H -0.290 0.402 -1.709 -0.7 -0.4 1.7 0.152
H -2.654 -0.120 1.595 0.5 0.7 1.0 0.360
H -3.763 -0.268 0.272 2.2 -0.4 -0.3 0.280
H -1.667 1.970 -2.277 -0.4 -0.6 0.9 0.261
H -2.958 1.592 -1.191 0.7 -0.3 0.2 0.228
H -0.648 -0.996 0.131 -0.1 -0.6 0.2 -0.209

32
Properties=species:S:1:pos:R:3:forces:R:3:mulliken_spin:R:1 method="wB97M-V/def2-TZVPD" multiplicity=5 e_lumo_ev="-6.70 / -10.97" total_charge=+2 gap_ev="6.299 / 5.393" relative_energy_kcal_mol=0.0
C 2.951 0.022 0.908 1.3 -0.3 0.3 0.170
C 2.057 0.088 -0.292 0.8 1.1 -1.5 0.101
H 3.991 0.076 0.571 -0.1 0.1 0.0 -0.002
H 2.817 -0.927 1.438 -0.2 0.2 -0.1 -0.008
H 2.753 0.832 1.619 -0.3 -0.2 -0.3 -0.001
O 2.481 0.223 -1.434 -0.7 -0.6 2.0 0.679
I -2.677 0.052 0.033 -0.3 -0.1 0.2 1.111
Ir 0.023 -0.069 -0.065 -0.5 -0.8 -0.2 0.573
P -0.045 -2.419 -0.159 -0.4 -2.3 -0.4 0.207
C -0.374 -3.033 -1.863 0.1 0.1 0.3 0.005
C 1.515 -3.263 0.325 0.0 0.4 0.0 -0.002
H -1.357 -2.735 1.872 0.0 -0.2 -0.3 -0.004
H -1.098 -4.294 1.021 -0.1 0.4 -0.1 0.006
H -2.320 -3.123 0.405 0.3 -0.1 0.1 0.002
C -1.338 -3.225 0.889 0.2 0.2 -0.1 0.028
H 1.740 -3.026 1.376 0.0 -0.1 -0.3 -0.003
H 1.420 -4.356 0.212 -0.1 0.5 0.0 0.008
H -0.379 -4.137 -1.889 0.0 0.5 0.0 0.008
H 0.412 -2.661 -2.538 -0.3 -0.1 0.1 0.000
H 2.336 -2.913 -0.319 -0.2 -0.1 0.2 0.002
H -1.352 -2.658 -2.200 0.3 -0.1 0.0 -0.001
C -0.225 0.244 -1.890 -0.3 0.2 -4.1 0.060
O -0.420 0.297 -3.032 0.5 0.0 3.1 -0.001
Cl 0.163 -0.537 2.250 0.3 0.2 0.5 0.048
N -0.290 4.607 0.000 0.1 -0.7 0.7 0.072
C -1.079 3.563 0.331 -0.6 2.1 -0.2 -0.012
N -2.380 3.776 0.137 0.1 -0.9 0.3 0.039
S -0.444 2.178 1.113 0.0 0.8 0.2 0.922
H -0.678 5.549 0.067 0.2 -0.3 -0.3 -0.003
H 0.685 4.513 0.215 0.4 0.3 0.0 -0.002
H -3.003 2.997 0.281 -0.3 0.3 0.2 -0.001
H -2.746 4.722 0.106 -0.1 -0.3 -0.3 0.000

29
Properties=species:S:1:pos:R:3:forces:R:3:mulliken_spin:R:1 method="wB97M-V/def2-TZVPD" multiplicity=4 e_lumo_ev="-2.65 / -3.14" total_charge=+1 gap_ev="8.079 / 9.938"
F 3.796 -0.413 -0.722 -1.3 1.0 2.9 -0.002
C -0.471 0.131 0.755 0.0 0.7 -0.4 -0.001
O 0.421 -0.155 1.767 -0.9 0.0 0.3 0.114
C 3.934 0.334 0.587 2.6 0.7 -1.5 -0.018
C 4.775 -0.490 1.545 0.4 0.2 -0.5 0.019
O 3.924 -1.313 2.330 0.1 -0.4 -0.1 -0.001
C 3.967 -2.715 2.030 0.2 -0.6 0.0 0.029
C 2.935 -3.339 2.934 0.1 -0.3 0.1 -0.008
O 1.722 -2.614 2.746 -0.1 -0.6 0.0 0.029
C 0.579 -3.212 3.351 -0.6 -0.2 0.2 0.016
H -1.184 -0.707 0.637 0.2 0.6 -0.4 0.005
H -0.995 1.083 0.961 -0.2 -0.5 0.1 0.003
H 0.131 0.357 -0.147 -0.6 -0.5 -0.2 -0.008
H 4.535 1.170 0.189 -0.2 -0.3 0.3 0.009
H 5.258 0.192 2.256 0.0 -0.1 -0.3 -0.007
H 5.526 -1.073 1.000 -0.2 0.1 0.2 -0.002
H 4.961 -3.121 2.259 -0.2 0.1 0.0 0.003
H 3.754 -2.879 0.965 -0.1 0.1 0.2 -0.005
H 3.225 -3.242 3.991 0.1 -0.2 -0.2 -0.004
H 2.796 -4.395 2.664 0.0 0.2 0.2 0.004
H -0.252 -2.516 3.200 0.2 -0.1 0.1 -0.004
H 0.341 -4.157 2.847 0.1 0.1 0.2 0.002
H 0.769 -3.361 4.423 -0.1 -0.1 -0.3 0.000
O 2.915 0.867 1.371 0.5 -0.4 -1.5 -0.073
C 2.417 2.153 0.982 -0.6 0.4 -0.6 0.033
V 1.989 -0.635 2.419 0.4 0.0 0.9 2.877
H 2.069 2.649 1.892 0.1 -0.1 -0.3 -0.015
H 3.217 2.716 0.486 -0.1 -0.1 0.3 0.006
H 1.598 2.002 0.272 0.1 0.2 0.3 0.000

24
Properties=species:S:1:pos:R:3:forces:R:3:mulliken_charge:R:1 method="wB97M-V/def2-TZVPD" e_lumo_ev=-3.54 smiles="C=C(C)CC[C@H](C)[NH3+]" total_charge=+1 gap_ev=8.915 relative_energy_kcal_mol=50.1
C -1.109 -2.250 0.913 3.0 1.1 0.4 -1.208
C -0.643 -0.683 0.854 0.3 -2.8 2.9 -0.033
C -1.031 0.140 -0.305 -1.8 1.8 -2.8 -0.565
C -0.114 1.377 -0.575 -1.1 1.0 0.8 -0.773
C 1.040 0.812 -2.679 2.8 -0.1 1.2 -1.118
C 1.112 0.952 -1.345 -1.9 1.0 -1.7 0.721
C 2.283 0.550 -0.599 1.9 -0.5 1.4 -0.961
N -1.187 0.052 2.203 -0.5 0.0 -0.8 -0.326
H -2.201 -2.411 0.830 0.8 0.0 -0.1 0.336
H -0.624 -2.646 1.903 -1.4 0.5 -1.7 0.354
H -0.431 -2.727 0.086 -1.8 0.7 1.3 0.343
H 0.449 -0.719 1.171 -1.3 0.2 -1.1 0.245
H -0.925 -0.343 -1.304 -0.4 -0.7 1.2 0.429
H -2.154 0.453 -0.284 1.7 -0.6 0.3 0.292
H -0.607 2.327 -0.962 0.2 -1.7 -0.3 0.357
H 0.077 1.741 0.422 1.1 0.3 0.6 0.353
H 1.966 0.632 -3.248 -0.3 -0.4 0.5 0.292
H 0.239 0.867 -3.323 -2.1 0.7 -0.8 0.368
H 2.823 -0.123 -1.250 0.7 0.0 0.0 0.391
H 2.992 1.355 -0.209 -1.2 -1.0 -0.4 0.249
H 1.939 -0.125 0.221 0.6 0.8 -0.2 0.159
H -0.744 0.974 2.205 -0.3 0.1 0.0 0.340
H -2.223 0.166 2.170 0.9 0.0 0.1 0.375
H -0.926 -0.372 3.106 -0.1 -0.3 -0.6 0.380

28
Properties=species:S:1:pos:R:3:forces:R:3:mulliken_charge:R:1 method="wB97M-V/def2-TZVPD" e_lumo_ev=0.69 gap_ev=8.752 relative_energy_kcal_mol=9.7
C -3.514 0.554 0.235 0.1 0.0 0.0 0.737
C 2.111 -1.276 1.596 -0.1 0.2 0.0 -1.274
C -1.829 3.778 1.128 -0.4 0.4 -0.1 -0.793
C -0.066 -2.637 -1.391 0.1 0.0 -0.1 -0.988
C 1.240 -1.338 -2.949 0.0 0.0 0.0 -0.956
C 1.402 -0.089 0.978 0.0 0.2 0.3 0.214
C -0.287 1.952 1.284 -0.1 0.0 0.0 -0.447
N -0.924 2.936 1.870 0.2 -0.1 0.2 0.084
N 1.224 -2.046 -1.686 0.3 -0.2 0.0 -0.172
O -2.990 -0.335 -0.257 0.8 -1.3 -0.7 -0.378
O -4.055 1.438 0.720 -0.8 1.3 0.8 -0.383
S 0.760 1.037 2.283 0.0 -0.2 -0.4 -0.206
H 1.436 -1.833 2.242 0.0 -0.1 0.1 0.348
H 2.462 -1.932 0.804 0.1 -0.1 -0.1 0.296
H 2.961 -0.947 2.189 0.1 -0.1 0.1 0.409
H -1.766 3.516 0.073 0.0 0.0 0.1 0.315
H -2.858 3.638 1.468 0.1 0.0 0.0 0.258
H -1.559 4.829 1.251 0.0 0.0 0.0 0.329
H -0.805 -1.841 -1.305 -0.1 0.0 0.1 0.300
H -0.411 -3.340 -2.163 0.0 0.0 0.0 0.392
H 0.000 -3.164 -0.444 -0.1 -0.1 0.1 0.294
H 0.545 -0.500 -2.884 0.0 0.1 -0.1 0.282
H 2.240 -0.947 -3.126 0.0 0.1 -0.1 0.318
H 0.947 -1.964 -3.805 0.0 0.1 0.0 0.327
H 0.549 -0.396 0.377 0.0 0.1 0.0 -0.107
H 2.082 0.493 0.357 -0.1 0.0 0.0 0.316
H -0.829 3.187 2.856 0.1 -0.2 -0.1 0.243
H 1.934 -2.773 -1.699 -0.1 0.1 0.0 0.242

28
Properties=species:S:1:pos:R:3:forces:R:3:mulliken_charge:R:1 method="wB97M-V/def2-TZVPD" e_lumo_ev=0.95 smiles="NC1[C@@H](O)[C@@H]1O.C=NOC(C)C" gap_ev=9.578 relative_energy_kcal_mol=77.3
C -3.814 0.534 0.166 -0.3 -0.8 0.5 -0.106
C -2.949 -0.091 -0.882 -0.6 -0.6 -0.2 -0.375
C -3.472 -0.955 0.236 0.2 0.2 0.1 -0.047
C 3.591 -1.221 1.203 -0.4 -0.6 1.2 -1.460
C 3.109 -0.215 0.225 -0.6 0.6 -1.3 0.441
C 3.593 -0.580 -1.179 -1.2 1.4 -0.7 -1.153
C 1.273 1.923 -0.356 0.2 -0.6 -0.1 -0.329
H -2.950 2.279 0.631 0.1 0.0 0.1 0.211
H -3.687 1.609 1.918 0.4 -0.3 -0.4 0.240
H -4.850 0.738 -0.085 0.0 0.2 -0.1 0.350
H -3.421 -0.280 -1.840 0.0 0.1 0.0 0.376
H -1.368 0.660 -0.140 0.2 -0.5 -0.7 0.390
H -2.761 -1.234 1.020 -0.2 0.2 -0.2 0.327
H -4.014 -2.617 -0.516 -0.3 0.1 0.1 0.339
H 4.679 -1.289 1.242 -0.1 0.1 -0.2 0.392
H 3.180 -2.212 0.958 0.2 0.3 0.0 0.342
H 3.226 -0.963 2.206 0.1 -0.1 -0.1 0.334
H 3.421 0.806 0.475 0.0 -0.1 0.1 0.394
H 4.664 -0.548 -1.238 0.6 0.1 0.0 0.401
H 3.290 -1.585 -1.453 -0.3 -0.1 0.0 0.319
H 3.170 0.163 -1.926 0.5 -1.0 0.7 0.259
H 2.193 1.957 -0.948 -0.1 0.2 0.3 0.254
H 0.615 2.795 -0.285 0.2 -0.4 -0.2 0.254
N -3.109 1.389 1.098 -0.5 0.4 0.0 -0.651
N 0.855 0.866 0.219 0.3 0.6 0.3 -0.249
O -1.621 0.249 -1.001 0.3 0.6 0.8 -0.455
O -4.477 -1.918 -0.034 0.6 0.4 -0.1 -0.533
O 1.636 -0.261 0.285 0.4 -0.2 0.0 -0.263

26
Properties=species:S:1:pos:R:3:forces:R:3:mulliken_charge:R:1 method="wB97M-V/def2-TZVPD" e_lumo_ev="-6.97 / -4.17" total_charge=+1 gap_ev="6.481 / 9.277" relative_energy_kcal_mol=131.6
C 1.860 0.183 -0.186 -0.2 1.4 0.8 0.677
C -0.627 0.471 -0.315 -1.9 2.2 -2.2 0.694
C 3.155 0.950 0.183 -1.8 -3.5 2.4 -1.070
C -1.105 0.404 -1.838 0.5 0.6 1.7 -1.644
C -1.623 1.525 0.362 2.3 -0.5 0.2 -1.708
C -0.720 -2.092 -0.342 -2.8 -0.6 -4.5 -0.960
C -0.556 -1.105 1.715 1.4 0.0 0.7 -0.974
N 1.899 -1.019 -0.473 -0.1 -0.9 -0.4 -0.553
N 0.667 0.935 -0.039 1.7 0.8 0.4 -0.114
N -0.818 -0.833 0.287 1.8 -1.1 2.5 0.354
H 3.827 0.172 0.674 -0.7 1.4 -0.5 0.336
H 2.756 1.695 0.840 0.8 0.8 0.4 0.312
H 3.510 1.213 -0.727 1.6 1.6 -2.5 0.315
H -1.984 -0.151 -1.704 -1.3 -1.4 -0.6 0.499
H -0.420 0.005 -2.564 0.3 -0.4 0.0 0.329
H -1.533 1.336 -2.204 0.7 0.4 0.3 0.396
H -2.601 1.181 0.177 -1.3 -0.3 0.6 0.450
H -1.537 2.530 -0.022 0.3 0.0 -1.1 0.498
H -1.243 1.715 1.367 -0.9 -0.7 0.5 0.482
H -1.724 -2.327 -0.999 2.3 0.7 1.4 0.316
H 0.152 -2.181 -1.022 -0.6 0.3 0.3 0.378
H -0.671 -2.840 0.379 0.1 -1.2 1.0 0.511
H 0.429 -1.716 1.959 -1.7 1.3 -1.2 0.389
H -0.496 -0.215 2.327 -0.3 0.2 -0.1 0.314
H -1.345 -1.786 2.015 -0.3 0.2 0.3 0.450
H 0.748 1.950 0.149 0.1 -1.2 -0.2 0.322